# 1
The following is a DFT calculation (ωB97M-V/def2-TZVPD) of an isolated molecule of C6H9P3.

Its highest occupied orbital energy (spin up / spin down) is -6.20 / -8.87 eV. As for the spin multiplicity: 3. For the HOMO-LUMO gap (spin up / spin down), the calculation gives 6.7 / 6.9 eV.

Structure (XYZ):
```
18
Properties=species:S:1:pos:R:3:nbo_charge:R:1
C -2.628 -0.410 0.307 -0.588
C -0.322 -0.800 -0.175 -0.230
C -1.608 -1.413 0.404 -0.541
C 0.445 1.417 0.584 -0.702
C 2.313 -0.480 -0.531 -1.084
C -0.340 0.686 -0.455 -0.547
P -2.271 1.089 -0.238 0.649
P 1.146 -1.689 0.054 0.616
P 2.279 1.230 0.267 0.585
H -3.684 -0.647 0.614 0.241
H -1.426 -1.704 1.370 0.229
H -1.947 -2.260 -0.084 0.235
H 0.111 2.465 0.672 0.245
H 0.314 0.898 1.583 0.224
H 3.291 -0.869 -0.405 0.257
H 2.004 -0.234 -1.598 0.251
H 0.111 0.840 -1.445 0.230
H 2.210 1.880 -0.923 -0.071
```


# 2
The following is a DFT calculation (ωB97M-V/def2-TZVPD) of a structure of composition C26H31NO2ReSbSe4Te.

Its highest occupied orbital energy (spin up / spin down) is -7.15 / -7.15 eV. As for the energy above the lowest of the compared OMol25 structures with the same formula, charge and spin: 388.94 kJ/mol. As for the spin multiplicity: 1. For the HOMO-LUMO gap (spin up / spin down), the calculation gives 5.6 / 5.6 eV.

Structure (XYZ):
```
67
Properties=species:S:1:pos:R:3:nbo_charge:R:1
Re 1.709 1.226 -2.009 0.352
Se -0.703 5.851 -2.190 -0.654
Sb 1.481 4.941 -1.932 0.982
Se 1.416 2.883 -0.499 -0.099
Se 1.894 2.896 -3.518 -0.086
Se 3.180 6.592 -1.833 -0.610
C 5.371 3.442 -1.869 -0.253
O 4.788 2.143 -1.701 -0.758
H 6.456 3.373 -1.988 0.163
H 5.135 4.099 -1.032 0.180
H 4.953 3.872 -2.776 0.195
H 5.296 1.701 -1.014 0.465
C -1.090 -3.803 4.839 -0.635
C -0.578 -3.028 3.655 0.042
C -1.343 -2.863 2.513 -0.230
C -0.901 -2.099 1.434 0.007
C -1.818 -1.976 0.248 -0.636
C 0.362 -1.498 1.507 -0.416
Te 0.888 0.289 0.445 1.441
N 2.122 -0.453 -1.032 -0.832
C 1.697 -0.894 -2.250 0.481
O 2.151 -0.203 -3.281 -0.580
C 0.858 -2.087 -2.471 -0.194
C 0.215 -2.267 -3.694 -0.149
C -0.507 -3.426 -3.921 -0.211
C -0.555 -4.417 -2.946 -0.177
C 0.111 -4.249 -1.741 -0.233
C 0.821 -3.082 -1.500 -0.107
C -1.168 1.050 0.276 -0.323
C -1.905 1.250 -0.897 0.074
C -1.772 0.407 -2.135 -0.648
C -2.843 2.270 -0.919 -0.229
C -3.099 3.072 0.187 0.038
C -4.017 4.255 0.068 -0.636
C -2.461 2.753 1.371 -0.219
C -1.485 1.761 1.441 -0.040
C -0.759 1.605 2.757 -0.655
C 1.172 -1.683 2.647 0.094
C 2.546 -1.070 2.788 -0.670
C 0.687 -2.449 3.695 -0.267
H -2.067 -4.239 4.639 0.218
H -1.179 -3.149 5.708 0.226
H -0.399 -4.605 5.104 0.224
H -2.322 -3.326 2.452 0.211
H -2.160 -2.965 -0.063 0.228
H -1.330 -1.524 -0.612 0.213
H -2.696 -1.375 0.491 0.234
H 0.281 -1.498 -4.452 0.239
H -1.020 -3.564 -4.863 0.224
H -1.110 -5.328 -3.131 0.221
H 0.090 -5.031 -0.993 0.223
H 1.359 -2.953 -0.569 0.225
H -0.924 -0.267 -2.084 0.197
H -1.694 1.015 -3.035 0.239
H -2.655 -0.234 -2.236 0.224
H -3.369 2.461 -1.848 0.217
H -5.006 3.953 -0.280 0.219
H -3.598 4.957 -0.654 0.248
H -4.127 4.770 1.021 0.215
H -2.677 3.322 2.268 0.211
H -1.428 1.856 3.580 0.236
H 0.092 2.291 2.809 0.232
H -0.406 0.590 2.939 0.215
H 3.087 -1.021 1.842 0.222
H 3.150 -1.667 3.470 0.231
H 2.494 -0.059 3.201 0.229
H 1.310 -2.592 4.572 0.211
```


# 3
The following is a DFT calculation (ωB97M-V/def2-TZVPD) of a cluster of 3 separate species, C25H49N4O3 in total.

Its highest occupied orbital energy (spin up / spin down) is -10.75 / -11.33 eV. The net charge is +1. As for the spin multiplicity: 3. For the HOMO-LUMO gap (spin up / spin down), the calculation gives 6.7 / 7.3 eV.

Structure (XYZ):
```
81
Properties=species:S:1:pos:R:3:mulliken_charge:R:1
C -4.391 -3.149 -1.811 -0.340
C -3.768 -1.893 -2.074 -0.060
N -2.806 -0.692 -1.956 0.051
C -2.803 -0.149 -0.543 -0.452
N -2.146 -1.046 0.486 -0.076
C -0.726 -0.635 0.806 -0.203
C -1.455 -1.127 -2.479 -0.490
C -0.386 0.300 -2.446 0.217
C -0.287 1.141 -3.962 -0.454
O -1.096 1.680 -2.635 -0.368
H -4.850 -4.188 -1.471 0.378
H -3.180 0.074 -2.590 0.435
H -2.375 0.946 -0.450 0.212
H -3.949 -0.066 -0.220 0.324
H -2.240 -2.061 0.262 0.182
H -0.473 0.491 0.515 -0.037
H 0.005 -1.298 0.135 0.073
H -0.433 -0.759 1.932 0.241
H -1.438 -1.447 -3.604 0.483
H -0.915 -1.938 -1.820 0.106
H 0.657 0.227 -1.753 0.294
H 0.441 2.085 -3.918 0.291
H -1.300 1.222 -4.585 0.279
C -0.519 -5.075 4.668 -1.722
C -0.846 -4.873 3.157 1.929
C -1.642 -6.092 2.606 -1.370
C -0.787 -7.333 2.385 -0.461
C 0.415 -7.008 1.510 -1.121
C 1.258 -5.830 2.062 1.605
N 0.427 -4.622 2.399 0.213
O 0.086 -3.995 1.188 -0.481
C 2.039 -6.315 3.313 -1.783
C 2.390 -5.507 1.030 -1.819
C -1.826 -3.652 3.145 -1.610
H -0.852 -6.051 5.037 0.338
H 0.546 -4.976 4.894 0.336
H -0.994 -4.315 5.300 0.480
H -2.108 -5.826 1.649 0.323
H -2.468 -6.341 3.284 0.366
H -0.468 -7.752 3.347 0.271
H -1.393 -8.109 1.901 0.389
H 1.038 -7.908 1.412 0.380
H 0.059 -6.776 0.497 0.335
H 2.579 -5.487 3.787 0.395
H 2.786 -7.071 3.044 0.426
H 1.401 -6.784 4.065 0.364
H 1.999 -5.274 0.034 0.329
H 3.059 -6.364 0.900 0.431
H 3.002 -4.664 1.366 0.442
H -1.324 -2.737 3.485 0.455
H -2.677 -3.830 3.815 0.482
H -2.253 -3.461 2.155 0.067
C 0.712 4.091 -2.154 -1.358
C 0.404 5.176 -1.079 1.903
C -0.500 6.294 -1.677 -1.527
C 0.239 7.246 -2.608 -0.444
C 1.465 7.827 -1.920 -1.223
C 2.412 6.735 -1.358 1.580
N 1.693 5.710 -0.523 0.326
O 1.411 6.303 0.720 -0.492
C 3.146 6.049 -2.542 -1.762
C 3.569 7.441 -0.573 -1.711
C -0.462 4.417 -0.017 -1.705
H 0.291 4.346 -3.133 0.485
H 1.780 3.907 -2.285 0.404
H 0.307 3.109 -1.880 -0.220
H -0.940 6.886 -0.866 0.456
H -1.344 5.848 -2.217 0.294
H 0.519 6.731 -3.536 0.258
H -0.434 8.059 -2.905 0.405
H 2.004 8.467 -2.632 0.395
H 1.132 8.490 -1.111 0.362
H 3.759 5.210 -2.193 0.383
H 3.821 6.750 -3.047 0.429
H 2.468 5.683 -3.316 0.340
H 3.200 8.088 0.230 0.357
H 4.157 8.084 -1.235 0.409
H 4.254 6.707 -0.137 0.431
H 0.121 3.633 0.483 0.382
H -1.325 3.935 -0.493 0.336
H -0.871 5.083 0.751 0.432
```


# 4
The following is a DFT calculation (ωB97M-V/def2-TZVPD) of a structure of composition C36H27Cl2NP2PtSTe.

Its highest occupied orbital energy (spin up / spin down) is -13.15 / -13.15 eV. The net charge is +2. As for the energy above the lowest of the compared OMol25 structures with the same formula, charge and spin: 65.31 kJ/mol. As for the spin multiplicity: 1. For the HOMO-LUMO gap (spin up / spin down), the calculation gives 4.7 / 4.7 eV.

Structure (XYZ):
```
71
Properties=species:S:1:pos:R:3:mulliken_charge:R:1
Pt 1.800 0.790 0.492 1.442
Te -2.362 2.046 1.105 0.670
C -3.746 1.826 -0.480 0.194
C -3.553 2.301 -1.766 0.118
C -4.579 2.087 -2.681 -0.462
N -5.714 1.469 -2.378 -0.535
C -5.886 1.045 -1.134 -0.498
C -4.931 1.198 -0.131 -0.440
C -1.036 0.640 0.556 -0.513
P 0.109 0.600 -0.907 -0.733
C -0.293 1.882 -2.076 1.088
C -0.677 1.562 -3.377 -0.351
C -1.029 2.580 -4.252 -0.805
C -0.986 3.903 -3.835 -0.577
C -0.555 4.225 -2.549 -0.842
C -0.190 3.218 -1.674 -0.461
C -0.118 -1.003 -1.661 1.211
C 0.966 -1.811 -1.986 -0.553
C 0.735 -3.050 -2.567 -0.553
C -0.562 -3.471 -2.825 -0.789
C -1.645 -2.655 -2.511 -0.684
C -1.427 -1.421 -1.926 -0.259
P 0.070 0.032 1.838 -0.410
C 0.094 -1.758 1.736 0.883
C 1.269 -2.420 2.093 -0.448
C 1.313 -3.803 2.048 -0.730
C 0.192 -4.521 1.650 -0.653
C -0.980 -3.862 1.302 -0.805
C -1.034 -2.479 1.343 0.020
C -0.501 0.547 3.445 0.565
C -1.681 0.008 3.973 -0.078
C -2.134 0.444 5.205 -0.785
C -1.420 1.410 5.907 -0.508
C -0.249 1.943 5.386 -0.794
C 0.215 1.513 4.153 -0.138
H -2.660 2.828 -2.063 0.469
H -4.479 2.440 -3.701 0.410
H -6.828 0.555 -0.912 0.392
H -5.128 0.829 0.868 0.424
H -0.702 0.532 -3.708 0.459
H -1.333 2.338 -5.262 0.491
H -1.264 4.692 -4.520 0.448
H -0.481 5.260 -2.244 0.467
H 0.233 3.469 -0.707 0.426
H 1.978 -1.474 -1.801 0.364
H 1.573 -3.685 -2.821 0.487
H -0.733 -4.438 -3.278 0.420
H -2.654 -2.983 -2.721 0.491
H -2.272 -0.785 -1.679 0.396
H 2.137 -1.865 2.431 0.422
H 2.220 -4.322 2.326 0.469
H 0.230 -5.602 1.619 0.448
H -1.855 -4.427 1.007 0.462
H -1.948 -1.968 1.065 0.409
H -2.222 -0.767 3.442 0.423
H -3.034 0.021 5.630 0.457
H -1.777 1.742 6.873 0.427
H 0.303 2.691 5.940 0.441
H 1.130 1.926 3.743 0.348
Cl 3.713 0.733 1.924 -0.224
C 4.965 0.177 0.788 1.151
C 6.089 -0.405 1.336 -0.863
C 7.084 -0.815 0.463 -0.432
C 6.932 -0.622 -0.899 -0.738
C 5.783 -0.030 -1.402 0.175
Cl 5.632 0.199 -3.107 -0.182
C 4.746 0.379 -0.563 -0.064
S 3.281 1.119 -1.246 -0.362
H 6.188 -0.533 2.405 0.445
H 7.975 -1.289 0.849 0.408
H 7.702 -0.936 -1.590 0.448
```